Record 1
Computed, not measured: C22H58InN8O4S as an isolated structure in a non-equilibrium geometry, with ωB97M-V/def2-TZVPD.

Properties
Net charge: -1
LUMO (eV): 2.6
Frontier orbital gap (eV): 7.27

Last column: Löwdin charge in e.
CARTESIAN COORDINATES (ANGSTROEM)
1 N -1.014 1.404 -4.719  0.14
2 C -1.826 0.493 -4.382  -0.54
3 N -3.261 0.711 -4.446  0.08
4 N -1.448 -0.743 -3.855  0.03
5 C -0.025 -1.090 -4.019  -0.22
6 C 0.450 -1.888 -2.786  -0.20
7 C 0.201 -1.064 -1.500  -0.32
8 C 1.416 -0.996 -0.534  -0.31
9 In 0.887 -1.929 1.437  0.45
10 N -0.112 -0.474 2.763  -0.06
11 C -0.836 0.194 2.109  -0.98
12 S -2.014 1.034 1.348  0.49
13 H -1.559 2.208 -5.011  0.02
14 H -3.670 0.164 -5.195  0.07
15 H -3.646 0.376 -3.566  0.07
16 H -2.001 -1.440 -4.341  0.12
17 H 0.592 -0.200 -4.074  0.10
18 H 0.101 -1.727 -4.902  0.11
19 H -0.073 -2.847 -2.731  0.10
20 H 1.514 -2.116 -2.893  0.10
21 H -0.065 -0.038 -1.769  0.09
22 H -0.681 -1.489 -1.017  0.06
23 H 2.304 -1.479 -0.939  0.01
24 H 1.622 0.058 -0.336  0.01
25 H -0.207 -3.296 1.132  -0.12
26 H 2.415 -2.398 2.222  -0.13
27 C 6.014 3.242 -0.793  -0.08
28 C 5.019 2.448 0.049  -0.43
29 C 5.054 0.935 -0.212  -0.20
30 O 4.429 0.533 -1.412  -0.19
31 C 5.211 0.659 -2.579  -0.11
32 N 3.681 3.013 -0.141  0.04
33 H 5.673 3.362 -1.821  0.06
34 H 6.142 4.242 -0.378  0.07
35 H 6.993 2.757 -0.811  0.07
36 H 5.294 2.590 1.098  0.13
37 H 4.489 0.444 0.584  0.13
38 H 6.081 0.545 -0.164  0.12
39 H 6.270 0.464 -2.379  0.09
40 H 5.100 1.649 -3.032  0.07
41 H 4.849 -0.077 -3.297  0.09
42 H 3.033 2.565 0.501  0.07
43 H 3.352 2.728 -1.060  0.07
44 C 6.242 -6.765 3.627  -0.08
45 C 6.316 -5.245 3.738  -0.44
46 C 4.983 -4.533 3.466  -0.22
47 O 4.621 -4.455 2.107  -0.21
48 C 4.003 -5.614 1.583  -0.11
49 N 7.389 -4.757 2.865  0.03
50 H 6.220 -7.097 2.589  0.06
51 H 7.119 -7.219 4.091  0.07
52 H 5.355 -7.154 4.130  0.08
53 H 6.594 -5.008 4.770  0.13
54 H 5.081 -3.495 3.795  0.12
55 H 4.168 -4.976 4.055  0.12
56 H 3.390 -6.124 2.332  0.09
57 H 4.760 -6.299 1.186  0.07
58 H 3.359 -5.305 0.760  0.09
59 H 7.513 -3.761 3.021  0.07
60 H 7.051 -4.817 1.908  0.07
61 C -4.807 4.815 -3.188  -0.08
62 C -4.307 4.375 -1.815  -0.43
63 C -2.909 4.907 -1.468  -0.21
64 O -1.854 4.244 -2.130  -0.18
65 C -1.599 4.681 -3.447  -0.12
66 N -4.381 2.916 -1.729  0.05
67 H -4.337 4.248 -3.992  0.06
68 H -5.882 4.650 -3.266  0.07
69 H -4.616 5.878 -3.358  0.07
70 H -4.996 4.788 -1.070  0.13
71 H -2.736 4.737 -0.402  0.12
72 H -2.845 5.992 -1.636  0.12
73 H -1.770 5.758 -3.556  0.09
74 H -2.213 4.137 -4.170  0.06
75 H -0.554 4.467 -3.668  0.09
76 H -4.156 2.625 -0.781  0.06
77 H -3.620 2.539 -2.290  0.05
78 C -6.991 0.900 4.944  -0.08
79 C -6.171 1.226 3.699  -0.44
80 C -6.743 0.615 2.409  -0.21
81 O -6.516 -0.772 2.254  -0.18
82 C -7.415 -1.613 2.943  -0.12
83 N -4.778 0.846 3.930  0.05
84 H -6.813 -0.118 5.293  0.06
85 H -6.714 1.570 5.759  0.07
86 H -8.062 1.018 4.759  0.07
87 H -6.199 2.312 3.566  0.13
88 H -6.239 1.086 1.561  0.12
89 H -7.816 0.836 2.309  0.12
90 H -8.423 -1.185 2.975  0.09
91 H -7.072 -1.818 3.960  0.07
92 H -7.455 -2.561 2.406  0.08
93 H -4.209 1.167 3.150  0.01
94 H -4.719 -0.167 3.874  0.07

Record 2
Computed, not measured: a 2-piece molecular cluster, C39H45N3OP overall in a non-equilibrium geometry, with ωB97M-V/def2-TZVPD.

Properties
Net charge: +1
LUMO (eV): -4.9
Frontier orbital gap (eV): 3.68

Last column: Löwdin charge in e.
CARTESIAN COORDINATES (ANGSTROEM)
1 C 0.530 3.144 4.160  -0.06
2 N 0.268 1.722 4.270  -0.20
3 C 1.079 1.061 5.273  -0.06
4 C -0.687 1.092 3.524  -0.22
5 C -1.149 -0.212 3.865  -0.03
6 C -2.096 -0.838 3.079  -0.13
7 C -2.492 -0.274 1.850  -0.42
8 P -3.440 -1.372 0.727  1.04
9 C -3.261 -0.490 -0.883  -0.39
10 C -2.107 -0.516 -1.686  -0.07
11 C -1.941 0.397 -2.717  -0.02
12 C -3.020 1.222 -3.130  -0.22
13 N -2.846 2.101 -4.159  -0.20
14 C -3.918 2.763 -4.875  -0.05
15 C -1.533 2.361 -4.715  -0.07
16 C -4.245 1.135 -2.407  -0.03
17 C -4.348 0.307 -1.301  -0.13
18 C -2.166 -2.676 0.479  -0.41
19 C -2.638 -3.925 0.030  -0.12
20 C -1.766 -4.905 -0.409  -0.02
21 C -0.363 -4.662 -0.441  -0.22
22 N 0.513 -5.572 -0.959  -0.20
23 C 1.896 -5.226 -1.221  -0.07
24 C 0.209 -6.971 -1.185  -0.05
25 C 0.109 -3.408 0.031  -0.02
26 C -0.774 -2.469 0.551  -0.10
27 C -2.150 1.062 1.567  -0.08
28 C -1.267 1.739 2.397  -0.03
29 H -0.373 3.700 3.884  0.08
30 H 0.873 3.492 5.143  0.08
31 H 1.319 3.363 3.424  0.10
32 H 0.779 0.027 5.450  0.07
33 H 2.138 1.069 4.972  0.10
34 H 0.993 1.623 6.213  0.09
35 H -0.782 -0.718 4.753  0.09
36 H -2.520 -1.792 3.395  0.09
37 H -1.313 -1.234 -1.502  0.10
38 H -0.966 0.471 -3.196  0.10
39 H -4.868 2.748 -4.337  0.07
40 H -3.603 3.803 -5.030  0.09
41 H -4.061 2.312 -5.870  0.10
42 H -0.772 2.399 -3.928  0.09
43 H -1.238 1.598 -5.452  0.10
44 H -1.586 3.335 -5.213  0.08
45 H -5.087 1.765 -2.679  0.09
46 H -5.270 0.268 -0.724  0.08
47 H -3.714 -4.095 0.010  0.09
48 H -2.169 -5.841 -0.783  0.09
49 H 1.977 -4.215 -1.638  0.09
50 H 2.518 -5.280 -0.314  0.10
51 H 2.271 -5.949 -1.953  0.08
52 H -0.863 -7.179 -1.212  0.07
53 H 0.655 -7.243 -2.150  0.09
54 H 0.676 -7.606 -0.414  0.10
55 H 1.169 -3.159 -0.021  0.10
56 H -0.367 -1.553 0.983  0.11
57 H -2.545 1.569 0.685  0.10
58 H -0.998 2.764 2.153  0.09
59 C -7.398 -5.439 8.378  -0.03
60 O -6.501 -5.427 7.244  -0.05
61 C -6.618 -4.444 6.318  -0.22
62 C -5.620 -4.393 5.309  0.03
63 C -5.594 -3.357 4.416  0.02
64 C -6.568 -2.309 4.446  -0.18
65 C -6.417 -1.214 3.556  0.12
66 C -7.145 0.006 3.654  -0.19
67 C -7.364 0.819 2.500  0.02
68 C -8.153 1.954 2.566  -0.01
69 C -8.719 2.363 3.784  -0.24
70 C -9.561 3.594 3.866  -0.03
71 C -8.454 1.623 4.943  -0.01
72 C -7.670 0.484 4.895  -0.01
73 C -7.643 -2.461 5.384  0.01
74 C -7.656 -3.476 6.324  0.02
75 H -7.097 -6.328 8.934  0.10
76 H -7.263 -4.542 8.997  0.11
77 H -8.442 -5.525 8.052  0.10
78 H -4.875 -5.181 5.289  0.13
79 H -4.812 -3.298 3.661  0.12
80 H -5.713 -1.323 2.732  0.09
81 H -6.906 0.501 1.559  0.12
82 H -8.338 2.546 1.667  0.13
83 H -10.152 3.589 4.788  0.09
84 H -8.932 4.496 3.884  0.10
85 H -10.242 3.675 3.010  0.09
86 H -8.878 1.946 5.897  0.13
87 H -7.453 -0.057 5.817  0.12
88 H -8.468 -1.748 5.387  0.12
89 H -8.450 -3.508 7.078  0.12

The records above give, respectively, HOMO level values of -4.7; -8.5 eV.